[1]
43
Properties=species:S:1:pos:R:3:mulliken_charge:R:1 method="wB97M-V/def2-TZVPD" lumo_energy_ha=-0.18173 charge=+1 gap_ev=6.382 homo_energy_ev=-11.33
C -2.01 2.07 -3.41 -0.51
O -2.84 2.10 -2.20 -0.36
C -2.62 0.92 -1.35 -0.80
C -1.43 1.25 -0.22 0.17
C -2.01 2.44 0.72 -0.59
S -2.17 2.08 2.54 0.25
S -4.29 2.11 2.91 -0.15
C -1.65 0.37 3.04 -0.53
O -0.24 0.02 2.73 -0.20
C 0.03 -1.30 3.38 0.53
C 0.93 -1.19 4.79 -0.80
O -0.42 -2.47 2.91 -0.50
H -1.36 1.08 -3.51 0.19
H -1.27 2.99 -3.36 0.23
H -2.67 2.23 -4.39 0.24
H -2.34 -0.06 -1.92 0.35
H -3.64 0.73 -0.77 0.33
H -1.18 0.24 0.30 0.20
H -0.54 1.71 -0.85 0.10
H -3.09 2.75 0.31 0.48
H -1.33 3.40 0.54 0.32
H -4.47 1.80 4.26 0.25
H -2.41 -0.47 2.65 0.44
H -1.73 0.32 4.23 0.47
H 0.15 -1.10 5.65 0.28
H 1.55 -2.19 4.85 0.33
H 1.61 -0.22 4.70 0.28
C 3.53 -3.06 -1.70 -0.68
O 3.85 -1.85 -2.38 -0.38
C 2.77 -1.40 -3.21 -0.64
C 1.97 -0.29 -2.53 -0.33
O 1.30 -0.77 -1.36 -0.32
C 2.00 -0.44 -0.16 -0.78
H 4.25 -3.18 -0.88 0.25
H 2.52 -3.04 -1.27 0.26
H 3.63 -3.90 -2.38 0.33
H 2.12 -2.24 -3.50 0.34
H 3.22 -1.00 -4.13 0.39
H 1.19 0.06 -3.22 0.24
H 2.61 0.57 -2.28 0.38
H 1.81 0.60 0.09 0.36
H 3.07 -0.62 -0.25 0.48
H 1.61 -1.08 0.64 0.06

[2]
15
Properties=species:S:1:pos:R:3:mulliken_charge:R:1 method="wB97M-V/def2-TZVPD" lumo_energy_ha=0.01067 gap_ev=7.920 homo_energy_ev=-7.63
C -1.67 -0.28 -0.54 -0.78
N -0.56 -0.10 0.36 0.04
C -0.47 -0.48 1.62 0.15
N 0.63 -0.11 2.28 -0.52
C 1.41 0.63 1.45 -0.61
C 1.53 0.11 -1.03 -1.15
C 0.67 0.68 0.11 0.29
H -1.34 -0.75 -1.47 0.27
H -2.43 -0.91 -0.07 0.28
H -2.12 0.69 -0.78 0.30
H -1.27 -1.08 2.07 0.36
H 2.47 -0.27 -0.62 0.36
H 1.02 -0.72 -1.54 0.34
H 1.77 0.87 -1.77 0.26
H 0.37 1.72 -0.08 0.41

[3]
13
Properties=species:S:1:pos:R:3:mulliken_charge:R:1 method="wB97M-V/def2-TZVPD" lumo_energy_ha=0.02562 gap_ev=7.885 smiles="CN1CSC(Cl)=C1F" homo_energy_ev=-7.19
C -1.38 -0.52 1.55 0.18
C -2.75 -0.50 1.27 0.28
C -1.17 0.73 -0.41 -0.62
C 0.89 -0.22 0.69 -1.03
N -0.50 0.03 0.65 0.06
F -0.80 -1.13 2.59 -0.26
S -2.99 0.47 -0.25 -0.17
Cl -3.92 -0.75 2.46 -0.19
H -0.93 1.81 -0.22 0.33
H -0.79 0.44 -1.38 0.40
H 1.18 -1.09 0.04 0.31
H 1.43 0.63 0.43 0.37
H 1.19 -0.54 1.65 0.35

[4]
10
Properties=species:S:1:pos:R:3:mulliken_charge:R:1 method="wB97M-V/def2-TZVPD" lumo_energy_ha=-0.20749 charge=+1 gap_ev=8.299 homo_energy_ev=-13.95
C -0.17 0.12 1.76 -0.08
C -1.42 -0.50 -0.36 -0.09
N 0.74 0.15 0.90 -0.22
N 0.67 -0.20 -0.30 0.32
N 1.23 0.35 -1.31 -0.38
S -1.83 -0.37 1.17 0.12
H 0.00 0.24 2.81 0.44
H -2.01 -0.89 -1.17 0.38
H 1.44 -0.24 -2.11 0.27
H 1.36 1.35 -1.39 0.25

[5]
18
Properties=species:S:1:pos:R:3:mulliken_charge:R:1 method="wB97M-V/def2-TZVPD" lumo_energy_ha=0.03302 gap_ev=10.629 smiles="CC[C@@H](C)NC=O" homo_energy_ev=-9.73
C -1.88 0.13 -1.22 -1.23
C -1.16 -0.32 0.05 -0.44
C 0.30 0.16 0.15 0.33
C 0.42 1.56 0.77 -1.38
N 1.10 -0.82 0.88 -0.21
C 2.17 -1.42 0.31 -0.04
O 2.64 -1.14 -0.78 -0.56
H -1.78 1.20 -1.40 0.31
H -1.46 -0.39 -2.09 0.33
H -2.95 -0.11 -1.17 0.36
H -1.72 0.04 0.93 0.31
H -1.17 -1.41 0.09 0.31
H 0.75 0.18 -0.85 0.30
H 0.13 2.34 0.07 0.33
H -0.21 1.66 1.66 0.32
H 1.46 1.75 1.07 0.38
H 0.74 -1.19 1.75 0.25
H 2.59 -2.22 0.95 0.32

[6]
211
Properties=species:S:1:pos:R:3:mulliken_charge:R:1 method="wB97M-V/def2-TZVPD" lumo_energy_ha="-0.18564 / -0.25302" s_squared=0.754 charge=+1 spin_multiplicity=2 gap_ev="5.302 / 3.469" homo_energy_ev="-10.35 / -10.35"
Sn 4.34 0.10 1.40 1.54
N 1.81 -0.85 0.25 0.61
S 0.37 -0.77 0.41 -0.14
O -0.21 -1.83 1.24 -0.55
O -0.45 -0.02 -0.51 0.11
F 0.49 0.31 1.61 -0.40
S 1.66 -2.07 -0.92 0.58
O 1.10 -1.80 -2.24 -0.44
O 1.43 -3.44 -0.47 -0.66
F 3.22 -2.16 -1.25 -0.20
N 6.11 -2.21 0.61 -0.14
S 7.63 -2.32 -0.09 0.92
O 7.74 -2.25 -1.53 -0.55
O 8.66 -3.02 0.71 -0.58
F 8.05 -0.81 0.31 -0.29
S 5.75 -3.64 0.40 0.89
O 6.44 -4.60 1.26 -0.62
O 5.33 -4.07 -0.95 -0.58
F 4.31 -3.56 1.13 -0.23
C 3.31 5.99 0.60 -0.78
O 2.17 5.68 -0.17 -0.30
C 2.29 4.62 -1.11 -0.82
C 2.58 3.16 -0.62 0.68
N 3.94 2.82 -0.12 0.75
C 5.03 2.72 -1.10 -1.19
C 4.71 1.76 -2.28 -0.03
O 5.05 0.43 -1.83 -0.03
C 4.90 -0.55 -2.85 -0.83
H 4.22 6.17 0.03 0.38
H 3.60 5.24 1.34 0.07
H 2.99 6.81 1.25 0.35
H 3.12 4.87 -1.78 0.44
H 1.36 4.64 -1.68 0.02
H 2.28 2.45 -1.40 -0.22
H 1.91 2.94 0.21 -0.56
H 4.25 3.41 0.64 0.21
H 5.87 2.36 -0.50 0.55
H 5.21 3.70 -1.54 0.39
H 5.36 2.01 -3.12 0.50
H 3.68 1.79 -2.65 -0.20
H 5.51 -0.28 -3.71 0.38
H 3.89 -0.67 -3.23 0.19
H 5.22 -1.56 -2.57 0.22
C -0.66 -5.70 2.38 -0.57
O -1.79 -5.66 1.53 -0.48
C -1.98 -4.41 0.86 0.45
C -3.34 -4.45 0.13 -1.25
N -3.53 -3.46 -0.96 0.36
C -3.65 -2.09 -0.50 -0.22
C -3.94 -1.27 -1.77 -0.48
O -5.36 -1.36 -2.00 -0.46
C -5.72 -0.94 -3.32 -0.73
H -0.63 -6.72 2.76 0.31
H -0.87 -4.94 3.13 0.30
H 0.23 -5.48 1.80 0.20
H -1.26 -4.20 0.07 -0.15
H -2.13 -3.59 1.57 0.37
H -4.13 -4.52 0.88 0.29
H -3.40 -5.45 -0.30 0.60
H -4.18 -3.75 -1.68 0.42
H -2.72 -1.71 -0.07 -0.17
H -4.44 -2.01 0.24 0.50
H -3.42 -1.62 -2.66 0.71
H -3.65 -0.24 -1.57 0.10
H -5.38 -1.77 -3.94 0.32
H -5.29 0.02 -3.61 0.28
H -6.79 -0.85 -3.49 0.27
C -6.33 -10.02 -7.31 -0.75
O -4.91 -9.68 -7.25 -0.31
C -4.61 -8.50 -6.60 -0.34
C -3.07 -8.31 -6.62 -0.81
N -2.63 -7.07 -5.91 -0.25
C -2.65 -7.14 -4.44 -0.78
C -2.15 -5.83 -3.80 0.06
O -0.71 -5.76 -3.83 -0.44
C -0.08 -4.78 -3.06 -0.15
H -6.81 -9.95 -6.33 0.30
H -6.59 -10.97 -7.77 0.27
H -6.87 -9.26 -7.86 0.32
H -4.99 -8.63 -5.58 0.33
H -5.00 -7.61 -7.10 0.26
H -2.85 -8.10 -7.66 0.35
H -2.46 -9.17 -6.33 0.35
H -1.75 -6.82 -6.33 0.26
H -2.14 -8.01 -4.02 0.35
H -3.70 -7.21 -4.17 0.31
H -2.48 -5.95 -2.77 -0.04
H -2.59 -4.93 -4.25 0.27
H -0.41 -4.80 -2.02 0.03
H -0.29 -3.82 -3.54 0.13
H 1.00 -4.83 -3.14 0.30
C -2.43 2.98 2.06 0.06
O -3.74 2.48 2.11 -0.49
C -3.98 1.46 1.15 0.50
C -5.46 1.15 1.02 -1.26
N -5.90 0.65 2.29 -0.18
C -7.33 0.67 2.47 -0.64
C -7.68 0.11 3.83 -0.68
O -7.24 0.89 4.96 -0.33
C -7.13 0.30 6.21 -0.70
H -1.69 2.18 1.99 0.15
H -2.15 3.52 2.96 0.36
H -2.35 3.59 1.16 -0.39
H -3.48 0.54 1.44 0.14
H -3.51 1.62 0.17 -0.12
H -5.69 0.48 0.19 0.34
H -6.01 2.07 0.80 0.55
H -5.42 1.21 2.99 0.30
H -7.74 0.16 1.61 0.39
H -7.67 1.71 2.46 0.33
H -7.22 -0.87 3.95 0.36
H -8.76 0.02 3.93 0.42
H -6.97 0.99 7.04 0.24
H -6.30 -0.40 6.11 0.30
H -8.05 -0.21 6.48 0.29
C 0.29 5.39 2.79 0.20
O 0.59 4.34 3.73 -0.48
C 1.51 3.35 3.26 0.60
C 1.86 2.44 4.43 -1.26
N 2.95 1.53 4.08 0.30
C 3.58 0.93 5.29 -0.31
C 2.77 0.56 6.57 -1.02
O 2.46 1.64 7.44 -0.32
C 1.78 1.38 8.64 -0.79
H -0.19 6.27 3.20 0.38
H -0.28 4.91 1.99 -0.19
H 1.24 5.70 2.34 -0.15
H 2.46 3.78 2.95 -0.03
H 1.11 2.76 2.44 -0.12
H 1.02 1.78 4.66 0.40
H 2.17 3.09 5.24 0.49
H 3.62 2.20 3.72 0.21
H 4.26 1.69 5.66 0.54
H 4.24 0.11 5.00 -0.31
H 3.21 -0.26 7.14 0.66
H 1.89 0.05 6.17 0.42
H 1.55 2.34 9.11 0.26
H 2.28 0.75 9.37 0.28
H 0.84 0.92 8.31 0.35
C 7.54 0.43 7.07 -0.64
O 7.76 -0.35 5.95 -0.32
C 7.64 0.33 4.72 -0.48
C 7.66 -0.83 3.66 -0.64
N 6.40 -1.51 3.44 0.88
C 5.81 -2.26 4.60 -0.89
C 4.43 -2.91 4.26 -0.96
O 3.47 -1.96 3.77 0.45
C 2.14 -2.46 3.72 -1.02
H 7.62 -0.15 7.99 0.27
H 6.50 0.78 7.11 0.15
H 8.25 1.25 7.15 0.35
H 8.52 0.97 4.65 0.58
H 6.77 0.97 4.63 0.07
H 8.55 -1.43 3.87 0.29
H 7.85 -0.27 2.74 0.27
H 6.28 -1.93 2.54 -0.29
H 5.72 -1.63 5.49 0.29
H 6.52 -3.04 4.87 0.57
H 4.09 -3.34 5.21 0.50
H 4.52 -3.63 3.45 0.30
H 1.56 -1.61 3.37 0.08
H 1.78 -2.75 4.71 0.34
H 2.13 -3.37 3.11 0.38
C -2.78 9.03 2.88 -0.80
O -2.15 7.75 2.93 -0.33
C -2.83 6.76 2.23 -0.66
C -2.48 6.86 0.69 0.19
N -3.46 5.91 0.06 -0.28
C -3.32 5.89 -1.40 -1.17
C -2.16 4.95 -1.84 -0.06
O -2.46 3.63 -1.36 -0.37
C -1.55 2.68 -1.84 0.50
H -2.59 9.56 1.94 0.30
H -2.45 9.62 3.74 0.27
H -3.86 8.98 2.92 0.35
H -3.90 6.76 2.39 0.53
H -2.52 5.78 2.59 0.05
H -1.44 6.59 0.51 -0.08
H -2.68 7.86 0.30 0.51
H -3.35 4.95 0.35 0.05
H -3.22 6.90 -1.81 0.49
H -4.25 5.47 -1.79 0.37
H -1.20 5.29 -1.46 0.08
H -2.19 4.88 -2.93 0.43
H -0.52 2.90 -1.59 -0.35
H -1.58 2.56 -2.93 0.51
H -1.96 1.75 -1.45 -0.50
C -1.92 -1.74 -8.19 -0.75
O -1.08 -1.18 -7.14 -0.35
C -1.85 -0.90 -5.95 -0.92
C -1.03 -0.17 -4.81 0.29
N -0.59 1.19 -5.13 -0.41
C 0.66 1.57 -4.44 -0.33
C 1.14 2.95 -4.85 -0.59
O 1.42 2.96 -6.29 -0.40
C 1.75 4.25 -6.75 -0.76
H -1.29 -1.91 -9.06 0.27
H -2.65 -1.01 -8.54 0.33
H -2.44 -2.67 -7.92 0.27
H -2.24 -1.85 -5.59 0.41
H -2.65 -0.22 -6.25 0.48
H -0.21 -0.83 -4.53 0.11
H -1.67 0.00 -3.94 -0.16
H -0.37 1.15 -6.11 0.38
H 1.45 0.84 -4.64 0.70
H 0.56 1.51 -3.36 -0.01
H 2.08 3.23 -4.36 0.31
H 0.31 3.64 -4.67 0.31
H 1.54 4.21 -7.81 0.26
H 2.82 4.23 -6.50 0.31
H 1.20 5.06 -6.27 0.28

[7]
14
Properties=species:S:1:pos:R:3:mulliken_charge:R:1 method="wB97M-V/def2-TZVPD" lumo_energy_ha=0.03456 gap_ev=11.078 smiles="O=CCCCO" homo_energy_ev=-10.14
O -2.04 0.58 -0.28 -0.54
C -1.68 -0.47 0.19 0.03
C -0.32 -1.07 0.06 -0.46
C 0.71 -0.21 -0.66 -0.57
C 1.24 0.93 0.21 -0.51
O 0.22 1.51 0.99 -0.53
H -0.55 1.62 0.41 0.37
H -2.41 -1.16 0.68 0.37
H -0.70 -1.91 -0.56 0.31
H 0.04 -1.44 1.04 0.31
H 1.56 -0.83 -1.00 0.34
H 0.23 0.20 -1.56 0.30
H 1.74 1.68 -0.43 0.27
H 1.99 0.56 0.92 0.33

[8]
19
Properties=species:S:1:pos:R:3:mulliken_charge:R:1 method="wB97M-V/def2-TZVPD" lumo_energy_ha="0.15075 / 0.15070" s_squared=0.750 charge=-1 spin_multiplicity=2 gap_ev="2.637 / 11.655" homo_energy_ev="1.47 / -7.55"
C -1.85 1.18 1.29 -2.23
C -1.67 2.06 2.53 -2.13
H -1.46 0.20 1.58 0.21
H -2.89 1.18 0.99 1.33
H -1.08 1.62 0.62 0.34
H -1.99 3.10 2.59 0.68
H -0.66 2.06 2.97 0.55
H -2.25 1.61 3.38 0.54
C 1.47 -0.84 -1.78 -0.37
C 0.40 -1.89 -1.98 -1.58
C 1.80 -0.60 -0.31 -1.22
H 1.24 0.10 -2.24 0.73
H 2.44 -1.22 -2.16 0.19
H 0.78 -2.85 -1.63 0.44
H -0.47 -1.57 -1.39 0.27
H 1.01 -0.01 0.19 -0.42
H 2.72 -0.04 -0.12 0.82
H 0.14 -2.06 -3.02 0.46
H 1.66 -1.57 0.21 0.39

[9]
81
Properties=species:S:1:pos:R:3:mulliken_charge:R:1 method="wB97M-V/def2-TZVPD" lumo_energy_ha=0.01185 gap_ev=9.526 smiles=CCO.CCO.CCO.CCO.CCO.CCO.CCO.CCO.CCO homo_energy_ev=-9.20
C -2.19 -1.93 3.40 -0.55
C -2.45 -1.27 4.74 -0.10
O -2.18 -2.14 5.80 -0.57
H -1.93 -1.38 2.50 -0.12
H -3.00 -2.65 3.26 0.32
H -1.23 -2.45 3.51 0.34
H -3.49 -1.02 4.98 0.19
H -1.88 -0.35 4.86 0.18
H -2.48 -3.04 5.62 0.32
C 4.17 -2.10 -1.72 -0.54
C 5.49 -1.64 -2.39 -0.55
O 5.37 -0.50 -3.16 -0.51
H 4.39 -2.83 -0.94 0.32
H 3.46 -2.57 -2.40 0.36
H 3.68 -1.22 -1.30 -0.02
H 5.99 -2.41 -2.97 0.38
H 6.26 -1.45 -1.64 0.32
H 6.18 -0.48 -3.67 0.26
C -2.93 -2.86 -1.37 -0.95
C -1.60 -2.88 -1.82 0.11
O -1.25 -1.82 -2.73 -0.62
H -3.18 -1.83 -1.11 0.12
H -3.14 -3.56 -0.57 0.33
H -3.74 -3.17 -2.03 0.31
H -1.37 -3.85 -2.27 0.38
H -0.98 -2.87 -0.93 -0.06
H -1.07 -1.02 -2.24 0.32
C 1.02 0.20 0.12 -0.90
C -0.46 0.08 0.41 0.81
O -1.12 0.22 -0.85 -0.28
H 1.28 1.09 -0.46 0.03
H 1.35 -0.71 -0.38 -0.01
H 1.51 0.15 1.09 0.49
H -0.79 0.93 1.00 0.14
H -0.65 -0.86 0.93 -0.42
H -1.84 0.83 -0.69 0.24
C -2.75 1.98 3.22 -0.60
C -4.29 2.02 3.02 -0.34
O -4.60 1.53 1.72 -0.50
H -2.34 2.93 2.86 0.36
H -2.32 1.16 2.65 -0.19
H -2.33 1.89 4.23 0.43
H -4.68 3.04 3.10 0.22
H -4.82 1.38 3.73 0.38
H -5.29 0.87 1.85 0.23
C 2.38 -4.52 2.37 -1.27
C 2.34 -3.27 1.53 0.24
O 3.42 -2.32 1.80 -0.53
H 2.59 -4.21 3.40 0.31
H 3.04 -5.33 2.06 0.32
H 1.39 -4.95 2.50 0.34
H 1.48 -2.68 1.85 -0.06
H 2.13 -3.49 0.49 0.35
H 3.24 -1.97 2.67 0.32
C 0.98 1.17 -3.95 -1.01
C 2.26 0.45 -3.46 0.50
O 3.37 1.28 -3.21 -0.63
H 0.83 1.98 -3.23 0.25
H 0.03 0.64 -3.85 0.22
H 1.00 1.64 -4.93 0.33
H 2.51 -0.34 -4.16 0.44
H 2.20 -0.25 -2.63 -0.49
H 4.18 0.78 -3.13 0.42
C -5.11 2.42 -1.72 -0.96
C -3.85 3.14 -1.26 -0.39
O -3.11 2.24 -0.39 -0.43
H -4.77 1.63 -2.40 0.22
H -5.70 3.13 -2.30 0.38
H -5.62 2.08 -0.82 0.25
H -4.11 4.11 -0.85 0.26
H -3.14 3.45 -2.02 0.39
H -3.77 1.93 0.24 0.24
C 3.29 5.16 -0.22 -1.14
C 3.01 3.63 -0.50 -0.10
O 2.29 3.55 -1.75 -0.55
H 3.76 5.08 0.76 0.34
H 2.53 5.95 -0.17 0.33
H 4.05 5.46 -0.93 0.27
H 2.59 3.00 0.29 0.28
H 3.97 3.19 -0.75 0.23
H 2.55 2.81 -2.31 0.30

[10]
23
Properties=species:S:1:pos:R:3:mulliken_charge:R:1 method="wB97M-V/def2-TZVPD" lumo_energy_ha=0.03544 gap_ev=9.893 smiles=Cc1ccccc1.CC homo_energy_ev=-8.93
C -3.20 -1.93 -0.73 -0.86
C -2.77 -2.15 0.79 -0.51
H -3.18 -0.91 -1.07 0.30
H -2.65 -2.57 -1.44 0.29
H -4.27 -2.42 -0.89 0.27
H -2.73 -3.18 1.01 0.34
H -3.37 -1.41 1.49 0.24
H -1.71 -1.60 0.95 -0.05
C 0.49 2.61 -0.97 -1.37
C 2.53 1.86 0.04 -0.60
C 1.18 1.56 -0.11 0.94
C 3.31 0.86 0.67 -0.24
C 0.55 0.29 0.12 -0.43
C 2.78 -0.44 0.92 -0.65
C 1.42 -0.65 0.67 0.14
H 2.95 2.78 -0.38 0.35
H 4.37 1.19 0.76 0.29
H 0.83 2.64 -2.02 0.34
H 0.55 3.73 -0.95 0.38
H -0.57 0.12 0.10 0.07
H 3.36 -1.27 1.29 0.38
H 0.78 -1.66 0.74 0.13
H -0.67 2.56 -0.99 0.25